1.
ORCA calculation (the ωB97M-V functional and the def2-TZVPD basis) on a cluster of 8 separate species, C5H24NO7 in total at a distorted geometry.

HOMO-LUMO gap (spin up / spin down) (eV): 7.23 / 3.93
Total energy (hartree): -785.547137
Energy above the lowest of the compared OMol25 structures with the same formula, charge and spin (kJ/mol): 0.0

```
! wB97M-V def2-TZVPD RIJCOSX def2/J DEFGRID3
* xyz 2 2
C -1.19 -0.24 -2.34
C -0.92 0.13 -0.89
C 0.53 0.61 -0.92
C 1.41 0.56 -1.94
C 0.72 1.06 1.40
N 1.14 1.28 0.20
H -0.57 -1.15 -2.71
H -2.27 -0.22 -2.39
H -0.96 0.50 -3.14
H -1.60 0.72 -0.39
H -0.87 -0.76 -0.22
H 1.25 0.23 -2.95
H 2.44 0.87 -1.88
H 1.09 1.52 2.33
H -0.26 0.66 1.49
H 1.95 1.70 -0.05
H 0.14 4.60 -1.95
H 1.43 4.25 -1.01
O 0.71 3.93 -1.48
H -1.13 -2.91 0.87
H -2.45 -3.43 0.20
O -1.77 -3.67 0.74
H 0.90 -4.04 -1.25
H 0.20 -3.41 -2.31
O 0.87 -3.25 -1.65
H -2.49 1.07 4.17
H -3.04 1.05 2.90
O -2.14 1.01 3.29
H 0.43 -2.98 2.45
H 1.06 -2.11 1.34
O 0.24 -2.14 1.94
H 3.41 -1.68 -0.16
H 1.99 -1.85 -0.57
O 2.52 -1.35 0.03
H -1.00 3.89 2.04
H -1.06 2.56 2.78
O -0.71 2.98 2.02
*
```

=====

2.
ORCA calculation (the ωB97M-V functional and the def2-TZVPD basis) on a cluster of 8 separate species, C5H24NO8S in total at a distorted geometry.

HOMO-LUMO gap (spin up / spin down) (eV): 10.25 / 6.86
Total energy (hartree): -1259.698507

```
! wB97M-V def2-TZVPD RIJCOSX def2/J DEFGRID3
* xyz 0 2
O -2.59 -0.31 1.50
C -1.51 -0.41 0.93
N -0.46 0.35 1.43
C 0.50 1.06 0.49
C -0.02 2.42 0.12
S 1.19 3.13 -1.07
C -1.24 -1.53 -0.08
C -2.07 -1.20 -1.34
H -0.87 0.86 2.21
H 0.53 0.38 -0.36
H 1.45 0.89 1.01
H -0.07 3.07 1.02
H -1.03 2.47 -0.28
H -1.58 -2.45 0.43
H -0.17 -1.76 -0.15
H -2.89 -1.92 -1.36
H -1.43 -1.32 -2.20
H -2.40 -0.15 -1.38
H 1.58 -0.61 -3.28
H 1.26 0.09 -4.55
O 1.11 -0.79 -4.12
H 1.77 1.01 -1.70
H 2.95 1.31 -2.59
O 2.52 0.57 -2.16
H 3.15 -0.43 -0.96
H 4.33 -0.37 0.14
O 3.58 -0.85 -0.20
H -1.93 4.46 2.06
H -1.53 3.06 2.65
O -2.01 3.88 2.82
H 1.84 -2.14 3.23
H 1.24 -0.92 2.52
O 1.98 -1.20 3.08
H -4.62 0.14 -0.61
H -4.19 -0.55 0.65
O -4.98 -0.40 0.09
H 2.65 -3.93 0.54
H 2.13 -2.49 0.81
O 1.84 -3.41 0.65
*
```

=====

3.
ORCA calculation (the ωB97M-V functional and the def2-TZVPD basis) on a cluster of 7 separate species, C5H24O6S in total at a distorted geometry.

HOMO-LUMO gap (eV): 8.70
Total energy (hartree): -1054.503863
Energy above the lowest of the compared OMol25 structures with the same formula, charge and spin (kJ/mol): 14.9
Structure (SMILES): CCCCSC.O.O.O.O.O.O

```
! wB97M-V def2-TZVPD RIJCOSX def2/J DEFGRID3
* xyz 0 1
C 2.50 1.55 1.15
C 1.93 0.70 0.02
C 1.42 1.51 -1.18
C -0.11 1.76 -1.14
S -1.05 0.30 -1.54
C -0.69 0.14 -3.32
H 2.12 2.57 1.20
H 2.45 1.15 2.16
H 3.58 1.72 1.02
H 1.15 0.12 0.48
H 2.64 -0.08 -0.25
H 1.69 0.91 -2.04
H 1.93 2.47 -1.15
H -0.35 2.15 -0.16
H -0.26 2.67 -1.74
H -0.29 -0.85 -3.52
H -0.10 0.95 -3.70
H -1.65 0.22 -3.83
O -2.43 -2.35 1.49
H -1.84 -2.32 0.71
H -1.78 -2.45 2.19
O 1.47 -2.66 -2.08
H 0.95 -2.61 -2.88
H 0.81 -2.57 -1.36
O 0.63 -0.87 2.60
H -0.13 -0.37 2.95
H 1.35 -0.28 2.88
O -2.78 0.26 0.88
H -2.82 -0.61 1.30
H -3.66 0.36 0.49
O 0.37 2.43 3.05
H 0.67 2.55 2.15
H -0.15 3.23 3.20
O 0.10 -2.39 0.33
H 0.44 -3.06 0.93
H 0.30 -1.53 0.77
*
```

=====

4.
ORCA calculation (the ωB97M-V functional and the def2-TZVPD basis) on a cluster of 7 separate species, C5H25N2O7 in total at a distorted geometry.

HOMO-LUMO gap (eV): 9.87
Total energy (hartree): -841.496715
Energy above the lowest of the compared OMol25 structures with the same formula, charge and spin (kJ/mol): 105.0

```
! wB97M-V def2-TZVPD RIJCOSX def2/J DEFGRID3
* xyz 1 1
N -1.25 -0.03 -0.60
C 0.19 0.33 -0.61
C 0.23 1.86 -0.57
C 0.94 -0.30 -1.77
N 2.21 -0.71 -1.67
C 2.99 -0.95 -0.42
C 3.42 0.33 0.27
O 0.40 -0.29 -2.88
H -1.56 -1.01 -0.69
H -1.59 0.17 0.33
H -1.72 0.52 -1.39
H 0.74 -0.14 0.21
H -0.19 2.34 -1.45
H 1.26 2.21 -0.64
H -0.27 2.17 0.34
H 2.65 -0.98 -2.52
H 2.30 -1.58 0.15
H 3.83 -1.60 -0.63
H 3.89 1.11 -0.33
H 3.95 0.10 1.19
H 2.49 0.77 0.64
H -2.72 1.27 -3.38
H -1.49 0.54 -3.47
O -1.93 1.13 -2.83
H 0.15 3.99 1.93
H 1.07 3.05 2.87
O 0.78 3.27 1.98
H -0.13 -3.39 -1.58
H -0.88 -2.87 -0.28
O -0.19 -2.73 -0.90
H -1.67 1.65 2.86
H -2.52 0.57 3.53
O -1.83 0.71 2.86
H -0.97 -1.00 2.25
H -1.38 -2.13 3.22
O -1.35 -1.88 2.31
H -2.83 -2.02 1.27
H -3.94 -2.36 0.04
O -3.07 -2.11 0.33
*
```

=====

5.
ORCA calculation (the ωB97M-V functional and the def2-TZVPD basis) on a cluster of 7 separate species, C5H25NO7 in total at a distorted geometry.

HOMO-LUMO gap (eV): 9.20
Total energy (hartree): -786.900167
Energy above the lowest of the compared OMol25 structures with the same formula, charge and spin (kJ/mol): 86.7
Structure (SMILES): CCNCCCO.O.O.O.O.O.O

```
! wB97M-V def2-TZVPD RIJCOSX def2/J DEFGRID3
* xyz 0 1
C 0.75 2.91 -1.62
C 1.59 1.70 -1.95
N 1.15 0.53 -1.23
C 1.85 -0.73 -1.33
C 1.07 -1.72 -2.18
C -0.13 -2.37 -1.48
O -0.21 -2.05 -0.06
H -0.31 2.76 -1.85
H 1.03 3.74 -2.28
H 0.83 3.23 -0.59
H 1.57 1.54 -3.04
H 2.66 1.95 -1.86
H 0.71 0.80 -0.37
H 1.93 -1.11 -0.32
H 2.84 -0.63 -1.77
H 1.60 -2.49 -2.74
H 0.62 -1.18 -3.01
H -1.11 -2.09 -1.89
H -0.17 -3.45 -1.40
H -0.52 -1.14 0.00
O 0.22 -1.93 2.68
H -0.12 -2.30 1.84
H -0.39 -1.17 2.72
O -2.38 0.20 -2.14
H -1.60 0.48 -1.63
H -1.93 -0.01 -2.97
O -2.86 1.92 2.23
H -2.22 2.27 2.86
H -2.59 2.30 1.38
O -2.09 -0.57 1.13
H -2.23 0.22 0.60
H -2.53 -1.34 0.73
O 2.12 0.13 2.96
H 2.61 0.06 2.13
H 1.62 -0.71 3.04
O -0.08 1.58 1.58
H 0.83 1.32 1.78
H -0.66 0.94 2.01
*
```

=====

6.
ORCA calculation (the ωB97M-V functional and the def2-TZVPD basis) on a cluster of 9 separate species, C5H25NO8 in total at a distorted geometry.

HOMO-LUMO gap (spin up / spin down) (eV): 9.38 / 7.83
Total energy (hartree): -861.879506
Energy above the lowest of the compared OMol25 structures with the same formula, charge and spin (kJ/mol): 0.0

```
! wB97M-V def2-TZVPD RIJCOSX def2/J DEFGRID3
* xyz 1 2
N -0.43 1.61 0.39
C 0.91 1.37 0.52
C 1.75 2.39 0.94
C 2.96 -1.81 -0.01
C 2.58 -0.40 0.24
C 1.30 0.01 0.24
H -0.68 2.53 0.75
H -0.97 0.90 0.89
H 1.40 3.39 1.14
H 2.78 2.19 1.19
H 3.63 -2.16 0.78
H 3.57 -1.95 -0.91
H 2.19 -2.57 -0.16
H 3.39 0.18 0.66
H 0.53 -0.66 -0.14
H -1.32 1.00 -2.87
H -0.16 -0.06 -3.14
O -0.65 0.69 -3.47
H 0.12 -2.96 2.20
H -0.62 -2.01 3.20
O -0.71 -2.81 2.67
H -1.47 0.97 3.54
H -2.00 0.00 2.46
O -1.18 0.35 2.87
H -3.17 -1.51 1.25
H -3.98 -0.29 0.91
O -3.10 -0.50 1.24
H -2.38 -3.23 1.63
H -3.09 -3.10 0.32
O -3.28 -3.12 1.27
H 2.56 2.86 -2.13
H 1.24 3.55 -1.73
O 2.09 3.26 -1.39
H -3.37 -0.97 -1.71
H -2.17 -0.99 -0.75
O -2.68 -1.53 -1.36
H 1.89 1.29 -3.46
H 0.78 2.02 -4.08
O 1.76 2.09 -3.99
*
```

=====

7.
ORCA calculation (the ωB97M-V functional and the def2-TZVPD basis) on a cluster of 7 separate species, C5H26N2O7 in total at a distorted geometry.

HOMO-LUMO gap (eV): 7.92
Total energy (hartree): -842.185800
Energy above the lowest of the compared OMol25 structures with the same formula, charge and spin (kJ/mol): 355.2
Structure (SMILES): CCNC[C@@H](N)CO.O.O.O.O.O.O

```
! wB97M-V def2-TZVPD RIJCOSX def2/J DEFGRID3
* xyz 0 1
C -0.41 2.52 -1.39
C 0.86 2.94 -0.65
N 1.59 1.93 0.26
C 0.87 1.66 1.48
C 0.17 0.34 1.34
N 1.01 -0.88 1.62
C -1.14 0.46 2.24
O -2.03 -0.66 2.08
H -0.69 3.37 -2.04
H -0.22 1.62 -2.00
H -1.20 2.32 -0.65
H 0.79 3.89 0.00
H 1.63 3.11 -1.52
H 1.98 1.12 -0.11
H 0.37 2.56 1.81
H 1.49 1.40 2.36
H -0.16 0.12 0.36
H 0.60 -1.70 1.42
H 1.22 -0.88 2.59
H -1.04 0.27 3.35
H -1.62 1.36 1.91
H -2.63 -0.34 1.37
O 0.86 -0.57 -2.81
H 0.53 -0.62 -3.76
H 1.43 -1.15 -2.45
O -1.57 -0.05 -1.79
H -1.74 0.50 -2.49
H -0.68 -0.50 -1.86
O 3.46 -0.47 0.02
H 3.38 -1.39 -0.20
H 2.76 -0.31 0.72
O -3.59 -0.34 -0.17
H -2.95 -0.27 -0.86
H -3.98 0.60 0.01
O -1.26 -2.99 0.17
H -1.78 -3.29 0.92
H -1.88 -2.54 -0.49
O 1.72 -2.25 -1.00
H 1.06 -2.69 -0.44
H 2.42 -2.82 -1.26
*
```

=====

8.
ORCA calculation (the ωB97M-V functional and the def2-TZVPD basis) on a cluster of 8 separate species, C5H26N2O8 in total at a distorted geometry.

HOMO-LUMO gap (eV): 9.71
Total energy (hartree): -917.542865
Energy above the lowest of the compared OMol25 structures with the same formula, charge and spin (kJ/mol): 136.6
Structure (SMILES): CCNCCNC=O.O.O.O.O.O.O.O

```
! wB97M-V def2-TZVPD RIJCOSX def2/J DEFGRID3
* xyz 0 1
C -2.19 1.81 -0.08
C -1.75 1.54 1.34
N -0.42 0.95 1.37
C -0.10 0.28 2.60
C 1.05 -0.70 2.49
N 0.79 -1.80 1.58
C 0.97 -3.10 1.86
O 1.06 -3.93 0.96
H -3.08 2.43 -0.17
H -2.46 0.87 -0.57
H -1.38 2.27 -0.64
H -2.45 0.85 1.83
H -1.75 2.43 1.97
H -0.16 0.38 0.57
H 0.02 0.99 3.43
H -0.92 -0.28 3.11
H 1.22 -1.14 3.47
H 2.02 -0.24 2.30
H 0.89 -1.64 0.58
H 1.02 -3.51 2.88
O 2.05 -0.87 -1.01
H 2.00 -1.73 -1.45
H 2.89 -0.56 -1.38
O -0.04 0.54 -1.96
H -0.39 -0.09 -2.60
H 0.78 0.09 -1.65
O -1.25 -2.10 -1.66
H -1.30 -2.83 -1.01
H -1.54 -1.29 -1.22
O 2.90 1.29 -2.53
H 2.68 2.08 -2.01
H 2.06 1.12 -2.98
O -1.17 2.51 -3.59
H -0.78 1.92 -2.92
H -1.57 3.23 -3.09
O -1.67 -3.80 0.41
H -0.80 -4.13 0.17
H -1.54 -3.18 1.14
O 1.55 3.07 -0.87
H 1.58 3.87 -0.34
H 1.15 2.38 -0.33
*
```